A molecular structure, C41H55BBr56F3N2O4 in a non-equilibrium geometry. Source: OMol25; level of theory: wB97M-V/def2-TZVPD.

Values from the calculation:
Charge   +1
2S+1   1
Electronic energy   -3985776.250 eV

Atoms and positions in Å:
Br (-8.112, -0.619, -11.376)
Br (-1.677, -7.870, 9.595)
Br (-7.369, -3.116, -9.528)
Br (-2.110, -7.180, -9.971)
Br (11.180, 1.504, -6.629)
Br (6.699, -5.856, -0.847)
Br (-9.449, -2.534, -1.381)
Br (-1.785, -0.544, -8.622)
Br (-15.199, 2.331, 2.978)
Br (-3.554, -6.843, -7.147)
Br (-9.090, -0.709, -8.335)
Br (8.823, 4.599, 3.096)
Br (0.172, 0.148, 7.593)
Br (9.918, 2.688, -2.794)
Br (-0.962, -4.585, 4.393)
Br (0.581, 7.164, -5.461)
Br (-5.952, -4.866, 3.812)
Br (3.229, 0.576, 8.507)
Br (-4.517, -5.486, 1.024)
Br (6.319, -0.167, 11.248)
Br (-11.255, 0.589, 1.297)
Br (-2.053, -4.349, -8.490)
Br (-4.962, -0.580, -8.742)
Br (-1.127, 4.473, -5.220)
Br (-6.772, -1.039, -2.278)
Br (5.214, -1.798, 13.762)
Br (11.554, 6.144, 2.481)
Br (2.707, 5.094, 7.439)
Br (-14.281, -0.494, 4.153)
Br (6.959, -4.424, -3.692)
Br (-9.261, -1.186, -4.274)
Br (-3.199, 3.295, 0.657)
Br (8.966, 2.447, 0.241)
Br (-0.361, -3.488, 7.327)
Br (-3.913, -6.540, 7.742)
Br (4.149, -2.589, 0.044)
Br (-4.889, 1.016, 2.110)
Br (-8.165, -0.193, 1.478)
Br (-0.123, 3.648, 7.770)
Br (9.272, -4.082, -1.514)
Br (2.045, 4.389, -4.868)
Br (9.258, 6.000, 0.257)
Br (8.572, 3.323, -6.929)
Br (1.056, -0.491, 10.603)
Br (2.059, 2.442, 5.763)
Br (11.394, 4.389, -7.980)
Br (4.618, -2.834, 10.798)
Br (0.661, -1.860, 4.767)
Br (-10.156, -1.000, 3.843)
Br (5.571, -0.175, -1.662)
Br (-3.391, 2.190, -9.031)
Br (-3.488, 0.405, -0.675)
Br (-4.224, -2.605, 2.369)
Br (-15.125, -0.239, 1.086)
Br (10.717, 0.119, -1.072)
Br (-3.592, -5.604, 10.779)
F (6.120, 0.940, 0.694)
F (3.964, 0.510, 0.356)
F (6.615, -1.838, 0.768)
O (-5.689, -2.942, -5.782)
O (6.567, 2.724, 4.149)
O (-0.069, -0.100, 2.387)
O (-0.579, 1.072, 4.173)
N (6.087, 3.573, 1.815)
N (4.309, 2.297, 3.136)
C (-6.643, -3.977, -5.707)
C (0.705, 3.793, 0.461)
C (3.296, 3.197, 3.095)
C (4.118, 0.972, 3.232)
C (-0.803, 1.075, -3.133)
C (0.642, 2.531, -0.465)
C (0.558, 5.257, -5.740)
C (2.782, 0.509, 3.332)
C (0.252, 0.798, 3.374)
C (-4.412, -3.375, -5.291)
C (-8.696, -1.101, -2.433)
C (-2.690, -6.274, 9.212)
C (-4.437, -4.497, 2.678)
C (0.578, 2.931, -1.967)
C (1.758, 3.416, 7.420)
C (5.232, -0.063, 3.262)
C (9.397, 1.486, -1.381)
C (9.660, 6.066, 2.145)
C (0.617, 1.610, -2.800)
C (-0.040, 3.629, 1.813)
C (1.960, 2.801, 3.157)
C (0.869, 3.849, 3.054)
C (-3.384, 1.399, 0.970)
C (-15.408, 0.416, 2.878)
C (10.485, 3.303, -6.673)
C (1.603, -0.452, 8.756)
C (-2.221, -0.440, -4.654)
C (-3.359, 0.290, -9.368)
C (-0.786, 0.087, -4.329)
C (5.217, 0.042, 0.279)
C (-3.351, -2.420, -5.896)
C (-9.969, -0.692, 1.947)
C (-8.669, -1.743, -9.910)
C (-2.277, -1.976, -4.844)
C (4.941, -1.374, 2.468)
C (-2.094, -6.270, -8.270)
C (4.907, -1.294, 11.928)
C (5.373, -1.340, 0.982)
C (7.382, -4.330, -1.813)
C (-0.710, -3.020, 5.489)
C (1.676, 1.389, 3.297)
B (5.709, 2.880, 3.067)
H (5.354, -0.363, 4.318)
H (-16.433, 0.192, 3.142)
H (0.699, -0.649, 2.173)
H (-7.005, -4.139, -4.673)
H (-7.512, -3.671, -6.310)
H (-1.178, -6.551, -7.767)
H (-0.086, -0.743, -4.145)
H (-4.275, -4.410, -5.652)
H (2.162, 2.814, 8.220)
H (-1.121, 0.501, -2.251)
H (5.552, -2.159, 2.946)
H (-3.557, -4.832, 3.207)
H (-9.578, -2.241, -10.218)
H (-0.291, 1.970, -0.274)
H (1.278, 1.663, -3.677)
H (-3.862, -1.558, -6.347)
H (-2.875, -2.955, -6.739)
H (-9.076, -0.174, -2.024)
H (6.881, -3.456, -1.418)
H (6.216, 0.300, 2.940)
H (0.240, 4.607, -0.119)
H (2.549, -0.551, 3.442)
H (-0.799, 4.424, 1.859)
H (-2.493, 1.069, 1.491)
H (-1.638, -2.463, 5.471)
H (1.769, 4.055, 0.579)
H (-1.298, -2.365, -5.170)
H (-2.561, 0.046, -5.584)
H (-1.982, -5.515, 8.905)
H (9.230, 6.979, 2.531)
H (-2.913, -0.118, -3.855)
H (-10.177, -1.631, 1.450)
H (1.835, -1.471, 8.471)
H (1.537, 1.907, -0.320)
H (0.672, 5.089, -6.803)
H (-3.315, 0.157, -10.440)
H (8.492, 0.987, -1.704)
H (3.910, -1.727, 2.519)
H (-6.280, -4.935, -6.124)
H (7.418, 2.487, 3.750)
H (1.378, 4.818, 2.894)
H (-1.520, 1.886, -3.341)
H (3.996, -0.710, 11.905)
H (-0.405, 0.636, -5.212)
H (-0.580, 2.675, 1.913)
H (-4.413, -3.368, -4.186)
H (10.680, 3.742, -5.704)
H (-0.320, 3.528, -2.198)
H (-2.541, -2.513, -3.916)
H (3.509, 4.262, 2.992)
H (1.058, 0.844, -2.132)
H (7.015, 3.208, 1.572)
H (6.266, 4.539, 2.099)
H (1.445, 3.559, -2.270)
H (0.266, 3.972, 3.964)

A molecular structure, C35H30AsNNiOS2 in a non-equilibrium geometry. Source: OMol25; level of theory: wB97M-V/def2-TZVPD.

Values from the calculation:
Charge   -2
2S+1   3
Electronic energy   -163857.816 eV

Atoms and positions in Å:
As (0.558, -1.874, -0.727)
Ni (-0.324, -0.107, 0.255)
S (-4.107, 1.961, 0.810)
S (1.856, 0.763, 0.661)
O (1.193, 1.016, 1.975)
N (-1.495, 1.407, 0.579)
C (-0.718, -2.319, -4.635)
C (-1.505, -1.239, 1.127)
C (0.050, -3.780, -0.473)
C (-2.770, -0.601, 1.166)
C (-0.443, -6.019, -1.189)
C (0.723, -2.130, -2.726)
C (-0.560, -5.353, 1.180)
C (0.246, 5.982, 0.679)
C (1.579, -1.570, -4.867)
C (2.883, -3.101, 0.426)
C (-4.037, -2.265, 2.498)
C (4.072, -0.666, 1.346)
C (2.767, -0.704, 0.811)
C (-0.897, 5.088, 0.469)
C (-2.982, 3.329, 0.515)
C (-0.247, -4.132, 0.816)
C (0.318, -1.759, -5.390)
C (-0.603, 3.719, 0.261)
C (4.239, -2.873, 0.379)
C (-1.672, 2.802, 0.380)
C (0.007, 6.877, 1.964)
C (-2.672, -2.846, 2.543)
C (-4.008, -1.100, 1.790)
C (2.044, -1.935, 0.513)
C (-3.292, 4.698, 0.342)
C (0.345, 6.848, -0.588)
C (-2.703, 0.853, 0.842)
C (1.761, -1.698, -3.502)
C (-2.221, 5.541, 0.430)
C (-1.509, -2.393, 1.872)
C (1.603, 5.268, 0.879)
C (4.880, -1.651, 0.791)
C (-0.480, -2.657, -3.332)
C (0.204, -4.751, -1.394)
C (-0.776, -6.085, 0.084)
H (-5.016, -2.663, 2.808)
H (-0.853, -3.067, 1.451)
H (-0.766, 7.643, 1.744)
H (-1.710, -2.628, -5.042)
H (0.403, -8.597, 2.563)
H (4.898, -3.703, 0.101)
H (0.254, -1.559, -6.462)
H (1.971, 4.625, 0.045)
H (2.368, 6.036, 1.142)
H (1.314, 7.351, -0.551)
H (-0.764, -5.578, 2.212)
H (0.453, 3.357, 0.228)
H (1.645, 4.591, 1.777)
H (-2.292, 6.633, 0.640)
H (-0.439, 7.628, -0.684)
H (0.799, -4.552, -2.342)
H (2.389, -1.373, -5.566)
H (2.495, -4.102, 0.658)
H (5.947, -1.637, 0.712)
H (1.151, -8.737, 2.520)
H (-1.405, -2.968, -2.806)
H (-4.269, 5.067, 0.144)
H (-0.423, -6.737, -2.016)
H (0.393, 6.211, -1.495)
H (4.186, 0.150, 2.050)
H (2.704, -1.300, -3.098)
H (0.964, 7.420, 2.177)
H (-4.918, -0.573, 1.537)
H (-0.189, 6.297, 2.876)
H (-2.598, -3.784, 3.117)

A molecular structure, C35H33N5O2RuS2Sb in a non-equilibrium geometry. Source: OMol25; level of theory: wB97M-V/def2-TZVPD.

Values from the calculation:
Charge   +2
2S+1   2
Electronic energy   -79152.240 eV

Atoms and positions in Å:
Sb (2.051, 1.462, 0.544)
Ru (-0.886, 0.455, -0.374)
S (0.971, 1.154, -1.551)
S (-1.422, -1.887, -1.616)
O (0.126, -0.839, 0.840)
O (-2.539, -3.477, 2.742)
N (-2.065, -3.393, -3.648)
N (-2.242, -0.066, 0.963)
N (-2.373, 1.691, -0.940)
N (-2.865, -1.235, -3.749)
N (-1.971, -1.130, 1.685)
C (5.299, 4.927, -0.620)
C (-4.676, 3.173, -1.488)
C (-3.476, 3.398, -2.190)
C (-3.537, 1.471, -0.201)
C (-1.260, -3.772, 2.594)
C (3.205, -0.315, 0.939)
C (3.792, -0.917, -0.164)
C (-0.650, 4.130, 2.727)
C (-3.951, -2.937, -5.099)
C (4.305, 3.458, 0.995)
C (-0.830, -5.067, 2.939)
C (-0.720, -1.556, 1.539)
C (-3.580, -1.460, -4.998)
C (-4.709, 2.213, -0.514)
C (1.015, -3.248, 1.938)
C (4.746, -2.569, 1.296)
C (-0.314, -2.846, 2.067)
C (-0.696, 3.608, 4.010)
C (0.674, 2.266, 2.030)
C (4.420, 4.469, -1.586)
C (5.240, 4.424, 0.671)
C (1.427, -4.504, 2.349)
C (3.476, 3.506, -1.268)
C (3.429, 3.008, 0.023)
C (0.497, -5.419, 2.838)
C (4.166, -1.947, 2.390)
C (0.606, 1.720, 3.302)
C (-3.447, 0.515, 0.817)
C (0.042, 3.466, 1.726)
C (4.564, -2.052, 0.023)
C (-2.373, 2.629, -1.894)
C (-2.175, -2.182, -3.128)
C (3.394, -0.806, 2.220)
C (-0.081, 2.401, 4.295)
C (-2.698, -3.779, -4.896)
H (1.722, -2.564, 1.499)
H (-4.383, -3.161, -6.072)
H (-3.413, 4.151, -2.958)
H (6.035, 5.675, -0.872)
H (-1.138, 5.069, 2.512)
H (-4.478, -0.841, -5.002)
H (4.308, -2.349, 3.381)
H (-4.682, -3.174, -4.324)
H (2.790, 3.148, -2.026)
H (-2.714, -2.553, 2.456)
H (-2.890, -0.312, -3.337)
H (-4.286, 0.223, 1.435)
H (-0.104, 2.000, 5.297)
H (-5.608, 2.015, 0.044)
H (-2.939, -4.842, -4.849)
H (0.818, -6.404, 3.137)
H (2.467, -4.778, 2.280)
H (-5.555, 3.749, -1.730)
H (1.099, 0.783, 3.526)
H (3.658, -0.501, -1.158)
H (-1.445, 2.737, -2.447)
H (5.925, 4.776, 1.426)
H (-1.527, -4.078, -3.139)
H (4.264, 3.057, 1.997)
H (-2.958, -1.157, -5.846)
H (2.949, -0.324, 3.080)
H (-1.199, 4.151, 4.794)
H (4.463, 4.857, -2.592)
H (0.120, 3.902, 0.733)
H (5.019, -2.538, -0.827)
H (5.336, -3.462, 1.433)
H (-1.569, -5.768, 3.294)
H (-1.997, -3.626, -5.723)

A molecular structure, C30H44Cl2NPPb in a non-equilibrium geometry. Source: OMol25; level of theory: wB97M-V/def2-TZVPD.

Values from the calculation:
2S+1   1
Electronic energy   -72896.208 eV

Atoms and positions in Å:
Pb (-0.096, 0.164, 0.079)
Cl (-2.743, 0.446, 0.214)
Cl (2.680, 0.432, -0.442)
P (-0.123, 0.796, -2.584)
N (0.480, 0.108, 2.414)
C (1.316, 0.116, -3.493)
C (2.880, -1.343, -5.469)
C (1.230, 0.508, -4.966)
C (0.426, -5.589, -0.250)
C (2.505, -4.292, -0.167)
C (-1.776, 0.233, -3.193)
C (-2.297, 1.083, -4.355)
C (1.565, -1.388, -3.308)
C (1.790, -3.107, -0.191)
C (0.346, -3.122, -0.319)
C (-1.185, 4.730, -1.789)
C (1.333, 4.663, -2.163)
C (-1.197, 3.201, -1.689)
C (1.293, 3.134, -2.071)
C (0.689, -1.021, 4.505)
C (-3.742, 0.692, -4.690)
C (2.885, -1.764, -3.993)
C (-0.430, -1.964, -0.473)
C (-3.874, -0.811, -4.950)
C (1.609, 1.179, 4.227)
C (1.839, -5.535, -0.205)
C (-0.072, 2.643, -2.583)
C (2.545, 0.141, -5.660)
C (0.177, 5.319, -1.400)
C (-3.320, -1.652, -3.794)
C (1.208, 1.140, 2.892)
C (1.328, 0.082, 5.051)
C (-0.308, -4.414, -0.285)
C (-1.865, -1.273, -3.479)
C (0.292, -1.006, 3.167)
H (-0.171, -1.885, 2.710)
H (0.390, -0.038, -5.431)
H (0.487, -1.927, 5.085)
H (1.250, 4.930, -3.226)
H (2.127, 2.062, 4.588)
H (3.608, -4.272, -0.120)
H (-0.095, -6.562, -0.258)
H (-0.214, 3.033, -3.612)
H (-1.231, -1.532, -4.341)
H (3.846, -1.566, -5.935)
H (-3.315, -1.057, -5.863)
H (2.121, 2.702, -2.649)
H (-1.495, -1.827, -2.604)
H (0.733, -1.972, -3.726)
H (2.473, 0.392, -6.724)
H (-1.651, 0.922, -5.234)
H (-4.077, 1.265, -5.563)
H (2.126, -1.942, -5.997)
H (3.065, -2.843, -3.907)
H (-4.922, -1.065, -5.146)
H (-4.385, 0.981, -3.846)
H (3.701, -1.257, -3.457)
H (1.621, -1.609, -2.236)
H (-1.979, 5.150, -1.162)
H (-2.185, 2.809, -1.971)
H (1.485, 1.946, 2.195)
H (0.336, 5.193, -0.321)
H (-1.404, 5.000, -2.831)
H (1.445, 2.775, -1.041)
H (3.342, 0.762, -5.228)
H (-3.925, -1.493, -2.890)
H (-1.029, 2.873, -0.651)
H (-1.521, -2.125, -0.373)
H (-2.253, 2.154, -4.110)
H (2.291, -2.132, -0.120)
H (2.183, 0.590, -2.994)
H (-2.414, 0.401, -2.296)
H (-1.396, -4.429, -0.289)
H (2.408, -6.479, -0.194)
H (-3.384, -2.717, -4.046)
H (1.027, 1.585, -5.088)
H (2.299, 5.032, -1.802)
H (0.177, 6.396, -1.598)
H (1.624, 0.090, 6.097)